No. 1
Here is C10H12BO6Rb as an isolated structure from the Open Molecules 2025 dataset. Energies are from ωB97M-V/def2-TZVPD.

Element x y z (Å)
Rb1 -0.2483 -1.8565 -2.2023
B1 2.3603 -0.4618 -3.1336
H1 3.4247 -0.2156 -3.6831
H2 2.4059 -0.1547 -1.9745
H3 1.5040 0.2126 -3.6642
H4 2.1051 -1.6288 -3.2686
C1 2.6904 -2.7352 1.7385
C2 2.8020 -2.4465 3.1243
C3 2.0137 -1.2479 3.6719
O1 2.2514 -0.8600 4.8213
C4 1.0312 -0.6560 2.8397
C5 0.8409 -1.0075 1.5120
C6 1.7638 -2.1019 0.9016
O2 1.6952 -2.3240 -0.3303
O3 -0.0245 -0.4585 0.7777
O4 3.5794 -3.0613 3.8771
H5 3.2651 -3.5640 1.3413
H6 0.4108 0.1318 3.2515
O5 -1.5042 0.7211 -2.6023
C7 -2.2055 1.3530 -1.8793
O6 -3.5534 1.0579 -1.7240
C8 -4.0994 1.8720 -0.6801
C9 -2.8982 2.3378 0.1361
C10 -1.8677 2.5149 -0.9873
H7 -4.7941 1.2575 -0.1064
H8 -4.6349 2.7300 -1.0979
H9 -2.5106 1.5421 0.7706
H10 -3.1332 3.2398 0.6958
H11 -0.8593 2.3510 -0.5973
H12 -1.8107 3.4589 -1.5281

Charge = -2
Lowest unoccupied orbital energy = 3.5950 eV
HOMO energy = -0.006 Eh
HOMO-LUMO gap = 3.77 eV
Max |F| = 0.0295 hartree/bohr

Mulliken atomic charge list, values in e, 2 entries: number 1, Rb, carries 0.5379; number 2, B, carries 0.6908

No. 2
Here is a 2-piece molecular cluster, C2H7N2P2 overall from the Open Molecules 2025 dataset. Energies are from ωB97M-V/def2-TZVPD.

Element x y z (Å)
C1 2.8843 0.0265 1.7499
C2 -1.9908 -0.1414 -0.5168
N1 3.7288 -0.4506 2.4424
N2 -1.9719 0.4812 -1.8574
P1 1.5495 0.3345 0.8138
P2 -0.9612 -1.4327 -0.2128
H1 -2.7028 0.3208 0.1471
H2 4.3552 -0.0807 3.1374
H3 -1.7933 1.4919 -1.7861
H4 -2.8695 0.3532 -2.3446
H5 -1.2138 0.0572 -2.4115
H6 2.3553 0.6787 -0.2722
H7 -1.3699 -1.6387 1.1107

Charge = +1
Lowest unoccupied orbital energy = -4.4271 eV
HOMO energy = -0.425 Eh
HOMO-LUMO gap = 7.13 eV
Max |F| = 0.0285 hartree/bohr

natural (NBO) atomic charge list, values in e, 2 entries: number 1, C, carries 0.1579; number 2, C, carries -0.5491